Computed, not measured: C25H26Cl2N4O8PS3Zn as an isolated structure in a non-equilibrium geometry, with ωB97M-V/def2-TZVPD.

ORCA input file:
```
! RIJCOSX wB97M-V def2-TZVPD def2/J DEFGRID3
* xyz -1 1
Zn -1.38 -1.05 1.40
Cl -5.10 -3.28 -0.77
C -4.84 -1.59 -0.55
C -5.81 -0.69 -0.98
C -5.65 0.66 -0.80
Cl -6.89 1.74 -1.35
C -4.52 1.17 -0.13
C -4.31 2.53 0.17
C -3.22 2.90 0.91
C -2.30 1.92 1.32
N -2.44 0.65 1.01
C -3.53 0.25 0.31
C -3.67 -1.18 0.10
O -2.77 -2.00 0.53
H -6.71 -1.07 -1.45
H -5.04 3.26 -0.16
H -3.06 3.93 1.21
H -1.45 2.19 1.93
C 3.63 -0.77 -2.66
C 2.11 -0.95 -2.73
C 1.72 -1.93 -3.83
C 1.44 0.40 -2.95
O 1.76 -1.51 -1.44
P 0.28 -1.80 -0.91
O -0.81 -1.16 -1.64
O 0.40 -1.34 0.61
O 0.11 -3.37 -0.91
C 0.84 -4.43 -0.25
C 2.18 -3.98 0.31
C -0.05 -4.94 0.88
C 1.04 -5.50 -1.31
H 3.98 -0.32 -3.59
H 4.12 -1.73 -2.52
H 3.88 -0.12 -1.82
H 1.90 -1.47 -4.81
H 0.67 -2.18 -3.74
H 2.31 -2.84 -3.77
H 1.80 0.85 -3.88
H 1.66 1.07 -2.12
H 0.36 0.28 -3.01
H 2.05 -3.25 1.11
H 2.79 -3.51 -0.47
H 2.72 -4.84 0.69
H -0.24 -4.14 1.60
H 0.44 -5.77 1.39
H -1.01 -5.27 0.49
H 1.73 -5.14 -2.08
H 0.09 -5.75 -1.78
H 1.47 -6.40 -0.86
O 1.54 5.96 4.66
S 0.67 5.47 3.63
O -0.56 6.18 3.41
N 0.40 3.85 3.82
C 0.98 3.16 2.88
S 0.97 1.46 2.97
C 1.65 3.96 1.81
C 2.31 3.53 0.67
C 2.88 4.49 -0.16
C 2.80 5.84 0.14
C 2.14 6.27 1.28
C 1.57 5.31 2.09
H 2.37 2.48 0.43
H 3.40 4.17 -1.06
H 3.26 6.57 -0.51
H 2.06 7.32 1.54
S -2.02 -1.47 5.88
C -1.61 -1.44 4.35
N -1.29 -1.45 3.22
O 1.84 0.49 1.10
N 1.95 -0.65 1.13
*
```

Calculated values
LUMO (spin up / spin down): 1.2280 / 1.2308 eV
Molar mass: 773.97 g/mol
E: -6025.05266 Eh
Orbital gap (spin up / spin down): 6.56 / 6.57 eV